Density functional theory data (the ωB97M-V functional and the def2-TZVPD basis) for a 2-piece molecular cluster, H2OS2 overall at a distorted geometry.

The geometry in ORCA input format:
```
! wB97M-V def2-TZVPD RIJCOSX def2/J DEFGRID3
* xyz 0 1
O -1.54 -0.38 0.31
S 1.62 0.76 -0.17
S 0.81 -0.98 -0.41
H -1.58 -0.92 1.03
H 0.69 1.52 -0.76
*
```

LUMO energy (alpha / beta), eV: -2.67 / -2.67
Calculated total energy, Eh: -872.6793
Maximum force, eV Å⁻¹: 5.6
HOMO (alpha / beta), eV: -9.4098 / -9.4116

Just the Löwdin charges please, in e? Sure, here they are:
1. O -0.29
2. S 0.29
3. S 0.29
4. H -0.13
5. H -0.16

***

Density functional theory data (the ωB97M-V functional and the def2-TZVPD basis) for H2OSn as an isolated structure at a distorted geometry.

The geometry in ORCA input format:
```
! wB97M-V def2-TZVPD RIJCOSX def2/J DEFGRID3
* xyz 2 1
Sn -0.29 -0.30 1.81
O 0.17 0.34 -0.31
H 0.79 -0.21 -0.78
H -0.67 0.17 -0.73
*
```

LUMO energy, eV: -13.37
Calculated total energy, Eh: -289.9434
Maximum force, eV Å⁻¹: 2.0
HOMO, eV: -24.6944

Just the Löwdin charges please, in e? Sure, here they are:
1. Sn 1.93
2. O -0.13
3. H 0.12
4. H 0.09